120
Properties=species:S:1:pos:R:3:forces:R:3 method="wB97M-V/def2-TZVPD" e_homo_ev=-8.39 spin_multiplicity=1 orbital_gap_ha=0.3082 total_energy_ha=-7620.14584 mol_weight_g_mol=1019.61 total_charge=0 lumo_ev=-0.01
C 12.76871 9.36106 17.51481 -1.31 1.11 -1.73
S 14.48316 9.12769 17.88665 -0.27 -2.17 -0.15
O 15.19048 10.22743 17.23594 0.76 1.47 -0.48
C 14.33148 9.43191 19.61307 -0.40 1.05 0.75
H 12.53710 10.46264 17.63129 0.28 -1.15 0.01
H 12.08463 8.77578 18.12050 0.13 -0.17 0.24
H 12.56149 9.08692 16.42278 0.52 0.35 1.49
H 15.29967 9.52354 20.10364 -0.03 -0.26 -0.15
H 13.69258 8.68696 20.05916 0.17 -0.71 0.12
H 13.76744 10.34952 19.76655 0.18 0.45 -0.08
C 18.85936 13.41098 12.28277 -0.04 -0.85 -0.52
S 18.02979 14.90854 11.79386 0.75 0.89 -0.72
O 18.46628 15.24020 10.39245 -0.16 -0.21 0.74
C 16.42975 14.21265 11.67839 -1.09 -0.72 0.31
H 18.36767 12.96425 13.14400 -0.13 0.08 0.11
H 19.88600 13.64225 12.54372 0.15 0.04 -0.15
H 18.80354 12.70114 11.42780 0.17 0.45 0.49
H 15.72868 14.97230 11.32408 0.14 -0.02 0.18
H 16.15061 13.86622 12.68683 -0.07 0.22 -0.27
H 16.40420 13.36301 10.99338 0.17 0.05 -0.10
C 14.80160 10.73969 10.53174 0.16 -1.31 0.21
S 14.98143 10.19757 8.88247 1.04 0.17 -0.94
O 15.15890 8.73018 9.03446 -0.34 -0.32 -0.33
C 13.36009 10.59355 8.29000 -0.88 -0.90 -1.08
H 14.49413 11.74825 10.56710 -0.20 1.20 0.33
H 15.80503 10.53549 10.92003 -0.36 0.29 0.48
H 14.05417 10.05274 10.94381 0.18 0.26 0.37
H 13.07025 11.59422 8.53451 0.18 0.75 0.14
H 12.60887 9.92659 8.70546 0.01 -0.28 0.25
H 13.32086 10.46678 7.18869 0.20 0.09 0.62
C 13.94321 15.13418 8.92135 -0.12 -1.63 0.23
Cl 12.80393 14.16578 9.93350 0.28 0.30 -0.16
Cl 14.80304 14.05331 7.78860 -0.25 0.59 0.35
H 13.36018 15.85845 8.42455 -0.55 0.56 -0.84
H 14.63610 15.61200 9.57091 0.63 0.15 0.43
C 12.27968 6.57893 13.47109 -0.62 -0.28 -1.24
Cl 12.10192 7.92194 12.29695 0.43 -0.05 0.00
Cl 13.45713 6.87755 14.70976 0.26 0.15 0.36
H 11.26626 6.53677 13.84343 0.12 -0.43 0.61
H 12.55495 5.66002 12.92110 -0.16 0.66 0.31
C 16.49823 9.25258 14.31612 0.99 0.00 -0.14
Cl 17.15139 7.88283 15.21013 -0.17 -0.12 0.12
Cl 17.81453 9.92644 13.24864 -0.98 -0.07 0.55
H 15.66989 8.93468 13.72939 -0.31 -0.41 -0.82
H 16.11987 9.96358 15.02418 0.35 0.59 0.33
C 7.56792 7.97784 15.37938 0.87 0.21 0.28
Cl 8.26198 7.41562 16.92461 -0.04 0.00 -0.35
Cl 8.73643 8.92498 14.41955 0.04 -0.17 0.09
H 7.28721 7.12211 14.78440 -0.23 -0.04 0.06
H 6.78395 8.65854 15.63892 -0.56 0.03 -0.08
C 8.37267 12.67399 13.66877 0.08 0.51 0.26
Cl 7.97709 12.99567 15.36580 -0.18 0.20 -0.17
Cl 8.47018 14.11750 12.62676 0.13 -0.26 0.40
H 9.30970 12.16635 13.71784 0.65 -0.06 -0.36
H 7.63998 12.03832 13.23368 -0.65 -0.37 -0.07
C 13.14594 13.63934 18.58693 -2.25 0.28 -0.09
C 12.88369 15.08138 18.05620 0.59 0.03 -0.39
C 14.25722 15.30464 17.36084 -0.11 0.27 0.32
O 15.22782 14.63304 18.19479 -0.75 0.19 0.56
C 14.49529 13.87844 19.18562 0.88 -1.82 -1.56
H 13.16449 12.92275 17.74342 0.25 0.35 0.22
H 12.31502 13.26382 19.27122 1.25 0.59 -0.48
H 12.76093 15.81521 18.89073 0.08 -0.66 -0.52
H 12.02950 15.19536 17.37560 0.29 -0.10 0.15
H 14.56346 16.34160 17.22010 -0.19 0.14 0.38
H 14.32915 14.87136 16.36867 -0.33 -0.35 -0.25
H 14.35270 14.38971 20.10302 0.41 0.64 1.07
H 15.04892 12.92995 19.27198 -0.05 0.38 0.52
C 11.87365 11.77438 14.99941 1.05 0.56 -0.26
C 12.11038 13.30031 14.68537 0.71 -1.04 -0.53
C 13.37101 13.23925 13.76599 1.13 -0.23 0.65
O 13.52200 11.85964 13.36917 0.35 1.15 -0.66
C 13.19248 11.10715 14.48629 -1.37 0.02 0.96
H 11.03297 11.33268 14.49042 -0.41 0.05 -0.30
H 11.73052 11.64775 16.05404 -0.16 -0.23 0.56
H 12.34993 13.86960 15.58907 -0.33 -0.07 -0.20
H 11.26116 13.73513 14.14686 0.16 0.07 0.25
H 14.35452 13.53535 14.24735 -1.25 -0.19 0.10
H 13.31367 13.86925 12.89393 -0.28 -0.01 -0.57
H 13.90920 11.16015 15.32382 0.32 -0.04 -0.45
H 13.05954 10.08066 14.13570 0.02 -0.02 0.29
C 10.01400 10.65043 11.01749 1.59 -0.15 -0.32
C 8.61218 10.06437 11.03564 -0.43 0.68 -0.15
C 8.12954 10.29597 9.56256 -0.87 -1.47 0.24
O 9.23481 10.81511 8.89087 -1.47 0.27 -1.34
C 9.95662 11.56033 9.78578 1.63 0.68 0.38
H 10.74028 9.85044 10.87694 0.02 -0.14 -0.58
H 10.48319 11.15377 11.86586 -0.87 0.22 0.46
H 8.01746 10.69417 11.67995 -0.50 -0.11 0.32
H 8.53721 9.03055 11.36934 0.13 0.10 -0.06
H 7.19725 10.90565 9.53427 0.77 0.20 -0.03
H 7.87246 9.37097 9.01840 0.05 0.15 0.45
H 9.55269 12.56611 10.05884 -0.23 -0.57 -0.31
H 10.88011 11.72263 9.21388 0.23 0.19 0.86
C 17.99798 12.90514 16.63295 0.41 0.14 -0.06
C 18.68809 14.15342 16.10504 -0.58 1.53 0.66
C 17.51025 14.98768 15.59995 0.39 -0.03 -0.89
O 16.55963 14.06938 15.09027 0.01 -0.57 -0.13
C 16.71885 12.82713 15.77562 1.14 -0.66 -0.23
H 17.73487 12.98380 17.67812 -0.08 0.23 0.29
H 18.70397 12.07536 16.55500 -0.47 -0.28 -0.20
H 19.33239 13.90764 15.26851 0.41 0.09 0.08
H 19.16170 14.80254 16.88498 0.23 -0.95 -0.68
H 17.76990 15.63895 14.74829 -0.01 0.07 0.51
H 17.06613 15.53961 16.41408 -0.14 0.43 0.34
H 16.83072 12.01201 15.04838 -0.34 0.27 -0.06
H 15.89489 12.65468 16.42226 -0.98 -0.27 0.39
C 13.59543 17.09979 12.24860 0.20 -0.17 0.78
C 14.97532 17.44872 12.91464 -1.08 0.23 0.01
C 14.78340 16.76632 14.28085 0.78 -0.03 -0.14
O 13.45176 17.09276 14.66154 -0.12 -0.34 -0.07
C 12.63010 17.01518 13.50746 0.88 -1.01 -1.51
H 13.67899 16.10207 11.82685 -0.07 -0.09 -0.30
H 13.22737 17.80835 11.46512 0.42 -0.53 0.74
H 15.02101 18.53523 13.03204 0.19 -0.09 0.13
H 15.84580 17.12349 12.33820 -0.15 -0.08 0.16
H 15.45200 17.05469 15.10212 -0.18 0.54 -0.32
H 15.00286 15.68639 14.20503 -0.65 0.07 -0.20
H 11.98241 17.84123 13.40951 -0.86 1.14 0.63
H 11.98897 16.09931 13.49314 0.64 0.41 0.09